1.
Molecular formula: Cl4O16
Method: DFT, the ωB97M-V functional and the def2-TZVPD basis

The frontier orbital gap is 7.46 eV. The relative energy (zero: lowest compared OMol25 entry of this formula, charge and spin) comes out at 0.0 kJ/mol. The HOMO energy comes out at 0.73 eV.

```
! RIJCOSX wB97M-V def2-TZVPD def2/J DEFGRID3
* xyz -4 1
Cl -6.86 0.76 -3.77
O -8.18 0.72 -3.24
O -7.06 1.54 -4.94
O -6.21 1.35 -2.62
O -6.31 -0.56 -4.18
Cl 0.14 -1.15 -2.00
O 0.01 -1.33 -3.43
O -1.22 -0.82 -1.33
O 0.75 -2.25 -1.36
O 0.85 -0.01 -1.95
Cl 0.38 -0.76 4.69
O 0.81 0.52 4.54
O -0.79 -1.02 3.97
O 1.42 -1.71 4.23
O 0.21 -1.12 6.05
Cl 6.39 1.21 1.00
O 7.68 1.88 0.91
O 6.37 0.16 -0.04
O 6.54 0.65 2.39
O 5.07 1.97 1.10
*
```

2.
Molecular formula: C4H8N3O3S
Method: DFT, the ωB97M-V functional and the def2-TZVPD basis

The structure (SMILES) is CC1=[NH+]S(=O)(=O)N(C)C(=O)N1. The frontier orbital gap is 10.39 eV. The relative energy (zero: lowest compared OMol25 entry of this formula, charge and spin) comes out at 0.0 kJ/mol. The HOMO energy comes out at -15.12 eV.

```
! RIJCOSX wB97M-V def2-TZVPD def2/J DEFGRID3
* xyz 1 1
C 0.89 0.73 0.21
C -0.36 -1.38 0.26
C 2.27 1.37 0.21
C -2.76 -1.51 -0.64
N 0.81 -0.58 0.53
N -1.64 -0.70 -0.01
N -0.23 1.45 0.01
O -0.22 -2.56 0.21
O -2.74 1.52 -0.25
O -1.72 0.82 1.91
S -1.80 0.82 0.53
H 2.32 2.05 1.11
H 2.28 2.03 -0.72
H 3.00 0.53 0.19
H -3.37 -1.94 0.11
H -3.32 -0.71 -1.19
H -2.38 -2.29 -1.30
H 1.57 -1.25 0.74
H -0.09 2.45 -0.13
*
```

3.
Molecular formula: C5H4OS
Method: DFT, the ωB97M-V functional and the def2-TZVPD basis

The frontier orbital gap (spin up / spin down) is 5.98 / 7.36 eV. The relative energy (zero: lowest compared OMol25 entry of this formula, charge and spin) comes out at 438.1 kJ/mol. The HOMO energy (spin up / spin down) comes out at -6.95 / -7.63 eV.

```
! RIJCOSX wB97M-V def2-TZVPD def2/J DEFGRID3
* xyz 0 1
C -0.31 -0.38 1.29
C 0.87 0.01 0.73
C -1.50 -0.54 0.69
C -0.09 -0.23 -1.51
C 0.79 0.59 -0.62
O -2.65 -0.78 0.54
S -0.41 -0.37 -3.04
H -0.20 -0.63 2.38
H 1.62 0.28 1.41
H 0.16 1.43 -0.58
H 1.71 0.62 -1.30
*
```

4.
Molecular formula: C3H4BrNO
Method: DFT, the ωB97M-V functional and the def2-TZVPD basis

The structure (SMILES) is C=CBr.N=C=O. The frontier orbital gap is 10.01 eV. The relative energy (zero: lowest compared OMol25 entry of this formula, charge and spin) comes out at 217.0 kJ/mol. The HOMO energy comes out at -9.43 eV.

```
! RIJCOSX wB97M-V def2-TZVPD def2/J DEFGRID3
* xyz 0 1
C 1.74 0.56 -0.08
C -1.17 0.42 -0.95
C -1.06 0.87 0.27
N 2.60 0.13 0.65
O 1.11 1.06 -0.98
Br -0.33 2.83 0.60
H -1.17 1.11 -1.74
H -1.46 -0.56 -1.34
H -1.18 0.46 1.22
H 3.59 0.30 0.81
*
```

5.
Molecular formula: C5H15NOS
Method: DFT, the ωB97M-V functional and the def2-TZVPD basis

The structure (SMILES) is CCNCCCS.O. The frontier orbital gap is 9.28 eV. The relative energy (zero: lowest compared OMol25 entry of this formula, charge and spin) comes out at 296.2 kJ/mol. The HOMO energy comes out at -8.61 eV.

```
! RIJCOSX wB97M-V def2-TZVPD def2/J DEFGRID3
* xyz 0 1
C -0.08 -0.33 1.93
C 1.09 -1.33 1.97
S 1.27 -2.40 0.53
C 0.20 0.81 0.88
N -0.05 0.56 -0.59
C -1.00 1.48 -1.19
C -2.27 0.84 -1.67
H -0.08 0.17 2.85
H -1.11 -0.81 1.73
H 2.05 -0.63 2.05
H 0.98 -1.80 2.94
H 0.32 -3.20 0.70
H -0.57 1.59 1.02
H 1.29 0.94 0.85
H -0.14 -0.39 -0.59
H -1.14 2.50 -0.52
H -0.71 2.19 -2.13
H -1.93 0.41 -2.65
H -2.45 -0.03 -1.03
H -3.10 1.65 -1.78
H 1.84 -0.54 -1.33
H 3.12 -1.14 -1.91
O 2.50 -0.52 -2.05
*
```

6.
Molecular formula: C2H2S3
Method: DFT, the ωB97M-V functional and the def2-TZVPD basis

The frontier orbital gap is 6.95 eV. The relative energy (zero: lowest compared OMol25 entry of this formula, charge and spin) comes out at 301.0 kJ/mol. The HOMO energy comes out at -7.48 eV.

```
! RIJCOSX wB97M-V def2-TZVPD def2/J DEFGRID3
* xyz 0 1
C -0.26 1.18 -1.12
C 0.32 -0.20 0.80
S -0.01 0.70 -2.58
S 1.45 0.22 1.82
S -0.63 -1.53 0.43
H -0.65 2.08 -0.70
H -0.21 -2.44 1.34
*
```

7.
Molecular formula: C30H47BrF6I3N2O8P2
Method: DFT, the ωB97M-V functional and the def2-TZVPD basis

The frontier orbital gap is 7.38 eV. The HOMO energy comes out at -10.68 eV.

```
! RIJCOSX wB97M-V def2-TZVPD def2/J DEFGRID3
* xyz 1 1
C -0.09 3.81 3.20
C 1.48 3.41 3.24
C 1.86 1.90 2.82
Br 3.86 1.75 3.14
C 1.39 1.40 1.34
C 1.57 2.70 0.31
N 3.01 3.15 0.18
C 2.36 0.25 0.78
C 1.77 -0.67 -0.44
I 3.20 -2.40 -0.28
C 2.18 0.04 -1.82
C 2.88 -0.81 -3.01
O 2.17 -1.97 -3.53
N 0.36 -1.17 -0.27
P -0.53 -1.40 -1.85
P -1.40 0.39 -2.73
O -1.00 0.36 -4.27
O -3.16 0.32 -2.73
O -0.93 1.90 -2.12
C -0.42 -0.71 0.96
C -2.05 -0.62 0.61
C -3.05 -0.23 1.83
C -3.31 1.28 2.40
C -4.33 1.69 3.58
C -5.20 0.56 4.32
C -5.04 -0.96 3.78
C -4.00 -1.36 2.57
C -4.04 -2.94 2.16
C -0.40 -1.74 2.22
I -0.66 -0.91 4.25
C 0.76 -2.83 2.47
C 1.97 -2.48 3.47
I -0.29 -4.45 3.63
C -0.13 0.86 1.30
H -0.31 4.96 3.25
H -0.73 3.33 4.08
H -0.65 3.44 2.21
H 1.82 3.54 4.37
H 2.06 4.25 2.66
H 1.41 1.20 3.64
H 0.83 3.58 0.58
H 1.25 2.42 -0.80
H 3.30 3.77 0.96
H 3.07 3.75 -0.68
H 3.46 0.60 0.52
H 2.54 -0.51 1.67
H 3.01 0.85 -1.56
H 1.36 0.70 -2.35
H 2.91 -0.06 -3.93
H 4.04 -1.04 -2.84
H 1.56 -1.65 -4.25
H 0.52 -2.22 -0.10
H -1.72 -2.24 -1.61
H -3.39 0.87 -3.54
H -0.47 2.44 -2.82
H -2.31 0.20 -0.16
H -2.41 -1.70 0.33
H -2.70 2.15 1.90
H -4.45 2.79 3.97
H -5.90 0.89 5.19
H -5.70 -1.78 4.30
H -5.05 -3.41 2.56
H -4.13 -2.99 0.98
H -3.15 -3.55 2.58
H -1.37 -2.42 2.10
H 1.10 -3.46 1.56
H 2.93 -3.02 3.04
H 1.86 -2.92 4.57
H 2.26 -1.37 3.61
H -0.62 1.27 2.26
H -0.66 1.46 0.43
C -9.42 2.67 -3.06
C -8.23 2.51 -4.00
O -7.00 2.52 -3.26
C -6.66 1.35 -2.64
O -7.34 0.34 -2.69
C -5.31 1.48 -1.94
F -5.21 2.63 -1.22
F -4.27 1.50 -2.83
F -5.06 0.47 -1.08
H -9.30 3.58 -2.45
H -10.35 2.74 -3.63
H -9.50 1.83 -2.37
H -8.20 3.35 -4.69
H -8.32 1.60 -4.60
C 9.10 -4.84 -2.51
C 9.68 -3.44 -2.55
O 8.64 -2.46 -2.68
C 7.98 -2.14 -1.53
O 8.22 -2.64 -0.44
C 6.94 -1.06 -1.79
F 6.19 -1.31 -2.90
F 7.50 0.16 -1.99
F 6.06 -0.91 -0.77
H 8.47 -5.02 -3.38
H 9.90 -5.59 -2.49
H 8.47 -4.99 -1.63
H 10.33 -3.34 -3.43
H 10.31 -3.24 -1.67
*
```

8.
Molecular formula: C7H10NP
Method: DFT, the ωB97M-V functional and the def2-TZVPD basis

The frontier orbital gap is 8.72 eV. The relative energy (zero: lowest compared OMol25 entry of this formula, charge and spin) comes out at 418.3 kJ/mol. The HOMO energy comes out at -8.09 eV.

```
! RIJCOSX wB97M-V def2-TZVPD def2/J DEFGRID3
* xyz 0 1
C -0.42 0.90 1.28
C -1.13 0.04 2.01
C 0.22 0.29 0.16
C 0.96 1.71 -1.26
C -1.15 -1.47 1.86
C -0.12 -1.97 0.86
C 1.05 0.88 -2.49
N 0.47 -0.91 0.01
P 1.25 3.17 -0.60
H -0.30 2.04 1.49
H -1.83 0.38 2.88
H -1.04 -1.87 2.78
H -2.05 -1.83 1.46
H 0.86 -2.34 1.40
H -0.45 -2.88 0.18
H 1.14 1.52 -3.27
H 1.90 0.36 -2.43
H 0.17 0.18 -2.69
H 1.88 3.68 -1.61
*
```